Record 1
{"formula": "C24H45Cl3N3NdO4Si", "method": "ωB97M-V with the def2-TZVPD basis set", "elements": ["H", "H", "H", "H", "H", "C", "C", "H", "H", "H", "Cl", "H", "H", "Nd", "C", "H", "Cl", "C", "H", "H", "H", "H", "C", "H", "C", "C", "N", "C", "H", "H", "C", "H", "C", "H", "C", "C", "C", "H", "H", "C", "Si", "H", "H", "H", "C", "C", "H", "H", "H", "C", "H", "C", "H", "C", "C", "H", "O", "Cl", "H", "C", "H", "H", "H", "H", "H", "N", "H", "H", "H", "H", "C", "H", "N", "H", "H", "O", "H", "C", "O", "C", "O"], "coordinates": [[7.0153, -1.8366, 0.0938], [-3.8943, 0.0017, 3.0750], [-0.0136, -0.1467, 2.9031], [8.0580, -2.2836, -3.5235], [-2.5061, 0.4428, 0.3019], [2.7572, 4.4683, -0.0109], [6.1943, -4.8751, -4.7188], [3.7176, 4.9614, 0.1665], [7.9419, -1.9548, -5.6882], [4.9227, 2.1602, 0.0019], [5.7745, 0.1025, -2.1676], [4.1706, -4.0981, -1.8358], [2.0922, 4.5856, 0.8499], [1.0273, -1.0572, -1.0780], [8.3376, -5.6686, -3.9101], [9.0169, -6.4950, -3.7134], [-0.9832, 0.2405, -2.8949], [1.7705, -6.2606, 0.3575], [-3.1362, 1.5252, 3.5622], [7.3274, 0.1208, -7.5056], [-1.0382, 0.6832, 4.1263], [5.2046, -5.0546, -5.1617], [-1.6868, 0.1850, 0.9946], [4.1934, 1.9649, -1.6088], [5.1437, -3.8273, -1.3890], [-1.2369, -1.3067, -2.1855], [1.7265, -4.9046, 0.8986], [7.0964, -5.9159, -4.5151], [0.7872, -6.5029, -0.0620], [-3.7647, 1.3317, 1.8998], [8.6880, -4.3661, -3.5551], [5.4209, 0.8274, -5.2686], [7.2320, -1.1315, -5.7393], [3.6551, -4.1982, 1.4975], [2.7030, -4.5409, 1.9327], [7.1278, -1.9634, -0.9912], [-3.2597, 0.8275, 2.7276], [3.2787, -2.3439, -0.3573], [2.2973, -3.7531, 2.5763], [4.1191, -1.6413, -0.2886], [5.3556, -1.8881, -1.7395], [0.3316, -4.3360, -0.5026], [8.8457, -0.0920, -6.6207], [9.6469, -4.1509, -3.0772], [7.7781, -3.3082, -3.7801], [1.0122, -3.9821, 0.2821], [5.9313, -4.3981, -1.8926], [2.0199, -6.9456, 1.1706], [4.6037, -0.1386, -6.4828], [2.0495, 2.1407, -0.0679], [7.6408, -2.9075, -1.1962], [4.9728, -0.1540, -5.4495], [3.7762, -0.5985, -0.1982], [5.9835, -1.2239, -5.2303], [5.4585, -2.4833, -4.5314], [2.8915, -5.4415, 2.5204], [1.1095, -2.7337, 0.5385], [1.6589, -2.9584, -2.8078], [1.1646, 2.4987, 0.4737], [7.7614, 0.0446, -6.4946], [4.8297, 3.5546, -1.0929], [-1.3270, -1.0252, 3.7554], [5.1456, -4.0805, -0.3195], [2.5226, -6.3498, -0.4429], [-1.1875, -2.0814, -2.9574], [-1.9528, 0.3555, 2.2815], [4.1193, -0.2961, -4.7847], [7.5990, 0.9990, -5.9659], [4.6895, -2.8931, -5.2235], [7.7817, -1.1471, -1.3332], [-1.0179, -0.0624, 3.3244], [2.2842, 4.9208, -0.8957], [3.0129, 3.0441, -0.2297], [4.6511, -1.8804, 0.6531], [-2.1436, -1.3031, -1.5756], [4.7066, -2.1953, -3.3407], [6.8093, -6.9257, -4.8003], [6.5164, -3.5724, -4.3494], [2.1109, 0.9536, -0.5104], [4.3151, 2.6528, -0.7655], [-0.5719, -0.2577, 0.5701]], "homo_energy_ha": -0.228, "orbital_gap_ev": 5.90, "total_energy_ha": -3638.2854, "multiplicity": 4, "total_charge": 0, "lumo_energy_ev": -0.3}


Record 2
{"formula": "C24H45F4NO17PS", "method": "ωB97M-V with the def2-TZVPD basis set", "elements": ["C", "H", "O", "H", "H", "H", "F", "O", "C", "C", "O", "C", "C", "H", "H", "H", "H", "H", "H", "H", "O", "O", "C", "H", "H", "H", "H", "O", "H", "O", "H", "C", "C", "H", "P", "H", "C", "O", "H", "O", "H", "O", "C", "H", "H", "C", "H", "F", "O", "H", "H", "C", "H", "C", "C", "H", "H", "S", "O", "F", "O", "C", "H", "O", "H", "H", "H", "C", "C", "O", "C", "H", "H", "H", "C", "H", "H", "O", "C", "H", "C", "H", "H", "H", "C", "F", "H", "N", "H", "O", "C", "C", "H"], "coordinates": [[-3.8431, -1.7846, -5.0828], [6.2261, 4.5121, -0.5745], [-6.5867, -2.7079, -0.7522], [-7.0437, -5.9120, -0.1451], [-6.4966, -2.6894, -4.1228], [4.1002, -0.9472, 0.9143], [0.7326, -2.0791, 9.9945], [-1.4089, -2.3777, 4.8431], [0.9125, -1.1266, 8.9861], [3.1459, -1.9861, -2.7796], [1.5862, -0.2026, -2.7581], [0.2159, 5.6699, -2.6239], [2.9511, 6.1285, -3.4774], [4.1219, -1.5070, -2.8579], [-1.6302, -2.6557, 5.7516], [-5.3210, -1.8734, -2.0972], [4.0065, 5.9057, -3.6402], [-2.7910, -3.3061, -3.9149], [3.0375, 8.0099, -4.5263], [-0.5616, 4.9154, -2.5142], [-7.3854, -3.6946, 1.0509], [-2.0320, 0.0288, 9.9661], [1.3990, 5.2539, -1.7883], [2.3983, 5.5908, -4.2495], [-3.8246, -3.9017, -5.1873], [-0.1607, 6.6259, -2.2596], [-7.6102, -1.8226, -3.0471], [-0.0079, -1.5622, 6.3680], [3.2450, -2.9406, -2.2685], [2.2382, -1.6217, 3.7278], [-2.9206, -1.7826, -2.5661], [4.3104, 1.6272, 0.4150], [5.8519, 2.5112, -1.2767], [5.2950, 1.9746, -2.0474], [-0.4753, 0.0355, 6.9446], [2.3749, -3.1155, -0.4365], [5.6343, 4.0095, -1.3415], [2.6384, 5.6237, -2.1759], [6.9074, 2.2921, -1.4476], [-0.9732, 0.5226, 5.3430], [2.3490, 1.2850, -0.3020], [2.0479, -1.0713, -0.7880], [-2.6547, -0.8875, -3.1313], [-5.2916, -3.6224, -2.1145], [-0.9323, 1.3389, 7.3700], [-1.1836, -0.8405, -3.4884], [3.3271, 8.1304, -2.7793], [-0.8774, -0.2091, 3.1719], [0.6466, -3.0071, 2.7040], [2.7455, 2.9954, -0.0459], [4.6293, -1.9025, -0.4638], [2.5346, -2.1461, 0.0401], [-2.8992, -0.0367, -2.4950], [-7.1919, -5.0923, -0.8467], [-0.2080, -1.6924, 5.0059], [-7.6508, -3.5751, -3.1125], [1.6952, 7.8932, -3.3778], [1.1315, -2.5136, 3.9953], [4.1721, 1.0340, 1.4518], [-1.8301, -2.0363, 9.3170], [-3.4752, -0.7543, -4.3062], [-5.9555, -2.7586, -2.0358], [-0.9521, 0.0778, -4.0284], [1.9715, -1.0713, 8.4951], [0.8637, 0.5154, 6.8027], [-2.2809, -3.1340, -5.6133], [0.7347, 0.3440, 4.3930], [-0.2391, -0.1932, 4.3957], [-1.3838, -0.7493, 9.3832], [1.2532, 4.6653, -0.7528], [-3.1287, -3.1039, -4.9291], [2.7756, -2.2069, -3.7806], [-8.1997, -5.1524, -1.2579], [3.3331, 2.1140, -1.4787], [2.7392, 7.6273, -3.5485], [5.9252, 4.3963, -2.3212], [1.9258, -2.1474, 0.9430], [5.5502, 2.0020, 0.0231], [3.1239, 2.0413, -0.4125], [-0.5702, -0.8821, -2.5916], [3.9826, -1.9152, 0.4183], [-0.9034, -1.6724, -4.1379], [4.3317, -2.6997, 1.0917], [-1.8027, -0.5423, 7.0289], [-7.0409, -3.7932, -0.0951], [1.7224, -3.7906, 4.8203], [-6.4616, -5.2297, -1.6413], [-0.1927, -0.3062, 8.7281], [4.5909, 4.2715, -1.1629], [-4.6796, -1.6291, -5.9361], [2.1808, -1.0368, -2.1158], [-6.9851, -2.7110, -3.1465], [0.4305, 5.7402, -3.6883]], "homo_energy_ha": -0.221, "orbital_gap_ev": 7.75, "total_energy_ha": -3414.3980, "total_charge": -1, "lumo_energy_ev": 1.7}